The following is a DFT calculation (wB97M-V/def2-TZVPD) of a structure of composition C2H13NO3.

The geometry in XYZ format:
```
19
Properties=species:S:1:pos:R:3
H -0.49715 0.69932 0.49914
O -0.81722 1.14314 1.51548
N 0.04517 0.32310 -0.59232
H -0.10431 1.72583 1.84909
H -0.61906 0.07937 -1.33300
C 1.22487 -0.52991 -0.40920
H 1.05613 -1.12115 0.52163
H 2.08244 0.12698 -0.36494
H 0.36351 1.26234 -0.85984
C 1.16836 -1.69095 -1.41092
H 2.06625 -2.30421 -1.28856
H 0.24982 -2.26367 -1.30738
H 1.28324 -1.27360 -2.41275
O -0.32402 -1.61137 1.97323
H -0.19002 -0.67151 2.22800
H -1.25904 -1.77658 2.12175
O -1.86082 2.48419 -0.58450
H -2.11346 3.39493 -0.39471
H -1.75471 2.00375 0.24979
```

Summary:
ΔE to the lowest compared entry with this formula, charge and spin = 141.86 kJ/mol
spin multiplicity = 2
total charge = +1
lowest unoccupied orbital energy (alpha / beta) = -3.5 / -9.6 eV
⟨S²⟩ = 0.759